A cluster of 15 separate species, C42H102N12O15S3 in total. Source: the Open Molecules 2025 dataset; level of theory: ωB97M-V with the def2-TZVPD basis set.

Geometry (Å):
C1 22.791 -18.496 1.566
C2 22.872 -17.388 0.508
O1 23.393 -16.285 0.738
N1 22.401 -17.700 -0.685
C3 22.442 -16.658 -1.735
H1 21.869 -18.754 2.087
H2 23.374 -18.351 2.476
H3 23.297 -19.422 1.294
H4 22.285 -18.659 -0.979
H5 21.917 -16.979 -2.635
H6 23.453 -16.374 -2.027
H7 21.946 -15.738 -1.424
C4 20.418 -15.165 -5.812
C5 21.500 -15.156 -6.873
O2 21.375 -14.273 -7.744
N2 22.491 -16.074 -6.749
C6 23.561 -16.276 -7.736
H8 20.785 -14.997 -4.799
H9 19.887 -16.116 -5.843
H10 19.758 -14.360 -6.137
H11 22.344 -16.774 -6.036
H12 23.572 -15.573 -8.569
H13 23.614 -17.274 -8.172
H14 24.460 -16.046 -7.165
C7 27.353 -24.716 0.056
C8 27.097 -23.271 0.505
O3 27.963 -22.494 0.953
N3 25.892 -22.843 0.118
C9 25.474 -21.483 0.408
H15 27.422 -24.752 -1.031
H16 26.508 -25.257 0.484
H17 28.276 -25.006 0.558
H18 25.281 -23.540 -0.282
H19 24.389 -21.515 0.513
H20 25.750 -20.753 -0.353
H21 25.745 -21.111 1.396
C10 32.521 -22.504 -3.695
C11 31.001 -22.155 -3.829
O4 30.373 -22.297 -4.893
N4 30.371 -21.683 -2.780
C12 28.943 -21.319 -2.704
H22 32.722 -23.298 -2.976
H23 33.063 -21.579 -3.496
H24 32.838 -22.978 -4.624
H25 30.937 -21.562 -1.953
H26 28.492 -21.314 -3.697
H27 28.903 -20.323 -2.263
H28 28.468 -22.084 -2.088
C13 30.088 -18.570 -4.865
C14 31.506 -18.185 -5.141
O5 32.016 -17.223 -4.619
N5 32.094 -18.991 -5.997
C15 33.501 -18.872 -6.366
H29 30.080 -19.013 -3.869
H30 29.699 -19.303 -5.571
H31 29.446 -17.690 -4.915
H32 31.497 -19.687 -6.418
H33 33.525 -18.530 -7.401
H34 34.018 -19.831 -6.379
H35 34.068 -18.215 -5.706
C16 27.120 -18.803 2.318
C17 26.968 -18.356 3.753
O6 26.455 -17.261 3.961
N6 27.424 -19.064 4.714
C18 27.830 -20.453 4.819
H36 28.001 -18.269 1.962
H37 26.318 -18.503 1.644
H38 27.417 -19.846 2.213
H39 27.443 -18.619 5.620
H40 28.912 -20.388 4.712
H41 27.506 -21.151 4.046
H42 27.516 -20.862 5.780
C19 26.615 -18.363 -1.665
C20 26.501 -17.440 -2.844
O7 26.373 -16.184 -2.639
N7 26.659 -17.919 -4.094
C21 26.505 -17.204 -5.296
H43 27.171 -19.199 -2.090
H44 25.655 -18.668 -1.249
H45 27.104 -17.845 -0.840
H46 26.788 -18.904 -4.278
H47 27.334 -16.511 -5.443
H48 25.660 -16.539 -5.115
H49 26.308 -17.794 -6.190
C22 23.569 -13.690 -3.544
C23 24.856 -12.879 -3.488
O8 24.804 -11.643 -3.576
N8 26.002 -13.503 -3.151
C24 27.322 -12.823 -3.068
H50 22.916 -13.326 -4.337
H51 23.027 -13.685 -2.598
H52 23.805 -14.741 -3.710
H53 25.929 -14.507 -3.237
H54 27.256 -11.913 -2.471
H55 27.803 -12.674 -4.035
H56 27.981 -13.459 -2.478
C25 29.735 -14.795 -4.823
C26 30.597 -13.575 -4.797
O9 30.427 -12.776 -3.937
N9 31.534 -13.487 -5.734
C27 32.329 -12.336 -5.977
H57 30.069 -15.360 -5.693
H58 28.732 -14.425 -5.037
H59 29.763 -15.392 -3.911
H60 31.545 -14.219 -6.429
H61 32.225 -12.114 -7.039
H62 33.390 -12.480 -5.775
H63 32.061 -11.410 -5.469
C28 31.229 -18.192 1.506
C29 30.565 -17.772 0.217
O10 30.061 -18.598 -0.513
N10 30.507 -16.469 -0.046
C30 29.987 -15.952 -1.299
H64 31.611 -17.438 2.195
H65 32.187 -18.631 1.227
H66 30.741 -19.045 1.975
H67 31.015 -15.801 0.517
H68 30.682 -16.273 -2.074
H69 30.026 -14.862 -1.298
H70 29.033 -16.448 -1.479
C31 28.040 -21.008 -7.406
C32 29.185 -20.505 -8.240
O11 30.234 -20.023 -7.805
N11 28.961 -20.772 -9.532
C33 29.782 -20.274 -10.668
H71 28.474 -21.240 -6.433
H72 27.487 -21.836 -7.851
H73 27.317 -20.200 -7.290
H74 28.154 -21.298 -9.837
H75 30.026 -21.072 -11.369
H76 30.703 -19.764 -10.387
H77 29.117 -19.631 -11.244
C34 24.902 -13.346 -6.956
C35 26.250 -13.745 -7.349
O12 26.584 -14.871 -7.672
N12 27.168 -12.746 -7.407
C36 28.503 -12.960 -7.709
H78 24.361 -13.122 -7.875
H79 24.886 -12.458 -6.323
H80 24.432 -14.052 -6.272
H81 26.878 -11.801 -7.199
H82 29.023 -12.033 -7.465
H83 28.630 -13.070 -8.786
H84 29.022 -13.815 -7.278
C37 24.440 -13.385 0.896
S1 26.164 -13.493 0.288
O13 27.030 -12.741 1.291
C38 26.403 -15.279 0.761
H85 24.407 -13.817 1.896
H86 23.790 -13.824 0.138
H87 24.273 -12.330 1.113
H88 27.423 -15.609 0.564
H89 25.601 -15.846 0.290
H90 26.273 -15.443 1.830
C39 31.365 -16.682 -10.031
S2 31.159 -16.379 -8.223
O14 31.183 -14.867 -8.042
C40 29.333 -16.721 -8.259
H91 30.667 -15.994 -10.507
H92 30.911 -17.572 -10.467
H93 32.392 -16.469 -10.329
H94 28.831 -16.417 -9.177
H95 28.824 -16.020 -7.598
H96 29.065 -17.773 -8.154
C41 23.620 -20.531 -3.748
S3 25.019 -21.525 -4.438
O15 26.159 -20.579 -4.754
C42 25.479 -22.329 -2.871
H97 22.719 -21.089 -3.498
H98 23.555 -19.614 -4.334
H99 23.862 -20.121 -2.768
H100 24.551 -22.647 -2.396
H101 26.056 -21.658 -2.235
H102 26.136 -23.165 -3.112

Frontier orbital gap = 0.25921 Eh
E = -4641.74775 a.u.
E_LUMO = -0.021 Eh

---

A cluster of 10 separate species, C42H102N2O10 in total. Source: the Open Molecules 2025 dataset; level of theory: ωB97M-V with the def2-TZVPD basis set.

Geometry (Å):
C1 -1.002 0.844 0.083
C2 0.019 -0.241 -0.294
C3 0.552 -0.091 -1.704
O1 1.098 -0.068 0.608
H1 -1.594 0.409 0.888
H2 -1.720 1.104 -0.696
H3 -0.594 1.713 0.600
H4 -0.489 -1.184 -0.096
H5 0.421 0.899 -2.141
H6 -0.040 -0.757 -2.332
H7 1.611 -0.266 -1.893
H8 1.501 0.801 0.536
C4 -0.437 -1.187 -5.120
C5 -1.204 -1.389 -6.347
C6 -1.956 -2.730 -6.315
O2 -2.134 -0.335 -6.562
H9 0.164 -2.016 -4.747
H10 -1.179 -1.050 -4.333
H11 0.208 -0.312 -5.043
H12 -0.477 -1.528 -7.148
H13 -1.321 -3.612 -6.235
H14 -2.605 -3.014 -7.144
H15 -2.650 -2.742 -5.474
H16 -2.713 -0.663 -7.253
C7 2.777 4.939 -0.709
C8 3.001 4.368 -2.096
C9 4.151 3.303 -2.155
O3 1.782 3.844 -2.588
H17 3.708 5.119 -0.171
H18 2.207 4.341 0.002
H19 2.314 5.909 -0.891
H20 3.188 5.220 -2.749
H21 3.950 2.384 -1.605
H22 5.093 3.642 -1.722
H23 4.312 3.023 -3.196
H24 2.006 3.096 -3.145
C10 -2.098 4.314 -1.351
C11 -2.541 5.772 -1.132
C12 -1.382 6.749 -1.356
O4 -3.533 6.014 -2.082
H25 -1.141 4.266 -0.832
H26 -1.800 4.104 -2.378
H27 -2.821 3.549 -1.069
H28 -3.030 5.991 -0.182
H29 -1.743 7.771 -1.470
H30 -0.831 6.423 -2.238
H31 -0.703 6.730 -0.503
H32 -3.739 6.951 -2.071
C13 1.213 -4.827 -2.085
C14 -0.223 -4.411 -2.634
C15 -1.094 -5.639 -2.683
O5 -0.885 -3.548 -1.736
H33 1.979 -4.071 -1.912
H34 1.600 -5.466 -2.878
H35 1.223 -5.520 -1.244
H36 -0.362 -4.019 -3.641
H37 -1.249 -6.104 -1.710
H38 -0.652 -6.439 -3.277
H39 -2.034 -5.350 -3.154
H40 -1.092 -4.166 -1.031
C16 -0.690 -1.728 5.675
C17 -0.182 -0.273 5.492
C18 -1.121 0.586 4.624
O6 0.097 0.380 6.765
H41 -0.348 -2.292 6.542
H42 -0.334 -2.387 4.883
H43 -1.780 -1.731 5.669
H44 0.724 -0.252 4.887
H45 -2.137 0.529 5.015
H46 -1.015 0.145 3.633
H47 -0.797 1.627 4.605
H48 -0.806 0.523 7.058
C19 3.814 -2.182 -0.413
C20 5.116 -2.035 -1.261
C21 6.425 -2.421 -0.521
O7 5.120 -2.836 -2.513
H49 3.786 -1.724 0.576
H50 3.656 -3.256 -0.321
H51 2.952 -1.748 -0.920
H52 5.121 -0.984 -1.547
H53 6.402 -2.012 0.489
H54 7.285 -1.913 -0.958
H55 6.579 -3.499 -0.476
H56 4.479 -3.543 -2.407
C22 0.972 -5.159 2.287
C23 -0.458 -4.614 2.265
C24 -0.578 -3.179 1.819
O8 -1.201 -5.493 1.508
H57 1.362 -5.246 1.272
H58 0.878 -6.092 2.842
H59 1.594 -4.498 2.891
H60 -0.811 -4.684 3.294
H61 -0.463 -3.185 0.735
H62 0.180 -2.476 2.164
H63 -1.526 -2.749 2.142
H64 -0.978 -6.357 1.860
C25 3.815 2.269 1.516
C26 4.020 2.416 3.057
C27 5.483 2.876 3.322
C28 5.743 4.397 3.250
C29 4.804 5.177 4.230
C30 3.262 4.852 3.890
N1 3.117 3.329 3.819
O9 1.847 3.033 3.448
C31 2.512 5.354 5.152
C32 2.932 5.696 2.716
C33 3.905 0.985 3.768
H65 4.654 1.783 1.018
H66 3.845 3.270 1.085
H67 2.867 1.850 1.180
H68 5.660 2.522 4.337
H69 6.102 2.419 2.549
H70 5.568 4.780 2.245
H71 6.798 4.502 3.505
H72 5.083 6.230 4.207
H73 4.958 4.769 5.229
H74 2.492 6.443 5.204
H75 1.466 5.048 5.114
H76 2.915 4.994 6.099
H77 1.963 5.252 2.490
H78 2.948 6.772 2.890
H79 3.690 5.705 1.933
H80 3.787 0.938 4.850
H81 4.763 0.372 3.490
H82 3.020 0.598 3.263
H83 1.586 2.627 4.278
C34 -7.061 -3.532 -1.865
C35 -5.892 -3.301 -0.836
C36 -4.547 -3.834 -1.422
C37 -4.032 -2.933 -2.620
C38 -3.744 -1.524 -2.082
C39 -5.036 -0.895 -1.385
N2 -5.625 -1.931 -0.387
O10 -6.629 -1.327 0.211
C40 -4.571 0.378 -0.569
C41 -6.118 -0.493 -2.477
C42 -6.275 -4.155 0.437
H84 -7.880 -2.821 -1.755
H85 -7.437 -4.554 -1.818
H86 -6.632 -3.480 -2.865
H87 -3.719 -3.959 -0.723
H88 -4.779 -4.776 -1.919
H89 -4.603 -2.934 -3.548
H90 -3.142 -3.370 -3.072
H91 -3.670 -0.918 -2.986
H92 -2.851 -1.467 -1.460
H93 -3.727 -0.005 0.004
H94 -4.226 1.204 -1.189
H95 -5.315 0.824 0.091
H96 -6.267 -1.366 -3.114
H97 -7.079 -0.270 -2.014
H98 -5.790 0.368 -3.059
H99 -6.163 -5.235 0.346
H100 -7.281 -3.911 0.781
H101 -5.639 -3.851 1.269
H102 -6.200 -1.280 1.069

Frontier orbital gap = 0.31446 Eh
Structure (SMILES) = CC1(C)CCCC(C)(C)N1O.CC1(C)CCCC(C)(C)N1O.CC(C)O.CC(C)O.CC(C)O.CC(C)O.CC(C)O.CC(C)O.CC(C)O.CC(C)O
E = -2523.07300 a.u.
E_LUMO = 0.018 Eh